Below is a molecular structure, C15H22N2OPtS4Si2, with properties calculated with wB97M-V/def2-TZVPD.

Cartesian coordinates (Å):
Pt1 0.57 0.68 0.30
O1 3.67 2.95 5.93
C1 3.18 2.63 4.89
S1 3.93 1.51 3.72
C2 2.65 1.56 2.55
C3 1.57 2.34 2.84
S2 0.27 2.48 1.71
S3 1.58 3.21 4.34
S4 2.74 0.69 1.06
C4 1.13 -2.12 2.68
Si1 -0.59 -1.62 2.21
C5 -1.64 -3.15 2.37
C6 -1.34 -0.34 3.33
N1 -0.52 -0.91 0.51
C7 -1.15 -1.37 -0.62
C8 -2.00 -2.51 -0.73
C9 -2.55 -2.83 -1.94
C10 -2.29 -2.05 -3.09
C11 -1.48 -0.96 -3.01
C12 -0.89 -0.60 -1.77
N2 -0.07 0.46 -1.55
Si2 0.44 1.63 -2.81
C13 1.56 2.91 -2.05
C14 -1.08 2.48 -3.48
C15 1.38 0.71 -4.13
H1 1.17 -2.36 3.75
H2 1.88 -1.36 2.48
H3 1.42 -3.02 2.13
H4 -1.57 -3.43 3.43
H5 -1.29 -3.99 1.78
H6 -2.70 -2.98 2.15
H7 -1.21 -0.65 4.37
H8 -2.41 -0.27 3.13
H9 -0.91 0.65 3.20
H10 -2.21 -3.11 0.13
H11 -3.19 -3.69 -2.02
H12 -2.73 -2.33 -4.04
H13 -1.28 -0.36 -3.89
H14 1.06 3.47 -1.26
H15 1.86 3.61 -2.83
H16 2.46 2.47 -1.63
H17 -1.60 3.02 -2.69
H18 -1.79 1.78 -3.93
H19 -0.79 3.19 -4.26
H20 2.27 0.24 -3.71
H21 1.70 1.40 -4.91
H22 0.79 -0.08 -4.60

The value obtained for the lowest unoccupied orbital energy (spin up / spin down) is -1.630 / -1.633 eV. For the frontier orbital gap (spin up / spin down), the calculation gives 6.21 / 6.21 eV. For the HOMO energy (spin up / spin down), the calculation gives -7.844 / -7.843 eV.

Charges in e, computed with Mulliken, in the same order as the atoms: atom 1 (Pt): 0.75, atom 2 (O): -0.52, atom 3 (C): 0.57, atom 4 (S): -0.15, atom 5 (C): 0.14, atom 6 (C): 0.14, atom 7 (S): -0.44, atom 8 (S): -0.15, atom 9 (S): -0.44, atom 10 (C): -0.77, atom 11 (Si): 0.06, atom 12 (C): -1.23, atom 13 (C): -0.76, atom 14 (N): -0.50, atom 15 (C): 0.50, atom 16 (C): -0.50, atom 17 (C): -0.91, atom 18 (C): -1.10, atom 19 (C): -0.52, atom 20 (C): 1.53, atom 21 (N): 0.60, atom 22 (Si): -0.04, atom 23 (C): -1.04, atom 24 (C): -1.00, atom 25 (C): -1.00, atom 26 (H): 0.32, atom 27 (H): 0.17, atom 28 (H): 0.30, atom 29 (H): 0.36, atom 30 (H): 0.35, atom 31 (H): 0.35, atom 32 (H): 0.32, atom 33 (H): 0.30, atom 34 (H): 0.17, atom 35 (H): 0.16, atom 36 (H): 0.40, atom 37 (H): 0.40, atom 38 (H): 0.26, atom 39 (H): 0.28, atom 40 (H): 0.35, atom 41 (H): 0.28, atom 42 (H): 0.30, atom 43 (H): 0.36, atom 44 (H): 0.35, atom 45 (H): 0.30, atom 46 (H): 0.35, atom 47 (H): 0.36


Below is 2 unconnected molecules or ions with the total composition C38H36N in a non-equilibrium geometry, with properties calculated with wB97M-V/def2-TZVPD.

Cartesian coordinates (Å):
C1 1.08 -1.06 -2.34
C2 2.35 -1.55 -2.79
C3 3.41 -0.64 -3.06
C4 4.62 -1.07 -3.57
C5 4.84 -2.44 -3.81
C6 3.81 -3.35 -3.58
C7 2.57 -2.92 -3.09
C8 -0.11 -1.65 -2.76
C9 -1.24 -0.88 -3.02
C10 -2.51 -1.40 -3.41
C11 -3.64 -0.56 -3.64
C12 -4.91 -1.11 -3.85
C13 -5.08 -2.50 -3.90
C14 -3.97 -3.34 -3.79
C15 -2.70 -2.80 -3.58
H1 1.04 -0.07 -1.87
H2 3.21 0.42 -2.91
H3 5.40 -0.34 -3.82
H4 5.80 -2.78 -4.22
H5 3.95 -4.41 -3.82
H6 1.75 -3.63 -2.98
H7 -0.10 -2.73 -2.94
H8 -1.13 0.20 -2.93
H9 -3.50 0.52 -3.64
H10 -5.76 -0.45 -4.01
H11 -6.07 -2.93 -4.06
H12 -4.07 -4.42 -3.91
H13 -1.82 -3.45 -3.53
C16 1.09 4.49 4.68
C17 0.13 4.69 3.68
C18 -0.11 3.70 2.72
C19 0.53 2.46 2.83
C20 0.24 1.28 1.91
C21 -0.99 1.54 1.03
C22 -0.91 1.60 -0.36
C23 -2.10 1.66 -1.10
C24 -3.34 1.56 -0.47
C25 -3.39 1.61 0.93
C26 -2.22 1.68 1.67
C27 1.51 0.88 1.11
C28 2.57 1.78 0.91
C29 3.76 1.35 0.32
C30 3.94 0.00 -0.03
C31 2.89 -0.88 0.16
C32 1.67 -0.43 0.65
C33 -0.08 0.02 2.76
C34 -0.86 0.10 4.11
C35 -1.39 -1.33 4.25
C36 -1.55 -1.88 2.81
N1 -0.69 -1.04 2.00
C37 1.52 2.28 3.80
C38 1.79 3.28 4.72
H14 1.29 5.27 5.40
H15 -0.44 5.61 3.63
H16 -0.80 3.90 1.90
H17 0.06 1.61 -0.86
H18 -2.05 1.75 -2.18
H19 -4.25 1.49 -1.06
H20 -4.35 1.60 1.45
H21 -2.28 1.85 2.75
H22 2.47 2.82 1.22
H23 4.55 2.07 0.13
H24 4.87 -0.33 -0.48
H25 2.99 -1.94 -0.12
H26 0.85 -1.13 0.69
H27 0.89 -0.40 3.11
H28 -0.17 0.39 4.92
H29 -1.66 0.84 4.11
H30 -0.65 -1.93 4.79
H31 -2.33 -1.39 4.80
H32 -1.23 -2.92 2.73
H33 -2.61 -1.82 2.46
H34 -1.03 -0.85 1.06
H35 2.08 1.34 3.83
H36 2.54 3.10 5.48

The value obtained for the lowest unoccupied orbital energy is -5.505 eV. For the frontier orbital gap, the calculation gives 4.75 eV. As for the net charge: +1. For the HOMO energy, the calculation gives -10.257 eV. The value obtained for the relative energy (zero: lowest compared OMol25 entry of this formula, charge and spin) is 25.5 kcal per mole.

Charges in e, computed with Mulliken, in the same order as the atoms: atom 1 (C): 0.25, atom 2 (C): 0.36, atom 3 (C): -0.17, atom 4 (C): -0.70, atom 5 (C): -0.37, atom 6 (C): -0.76, atom 7 (C): -0.33, atom 8 (C): -0.25, atom 9 (C): 0.07, atom 10 (C): 0.79, atom 11 (C): -0.28, atom 12 (C): -0.72, atom 13 (C): -0.41, atom 14 (C): -0.63, atom 15 (C): -0.44, atom 16 (H): 0.15, atom 17 (H): 0.38, atom 18 (H): 0.42, atom 19 (H): 0.41, atom 20 (H): 0.41, atom 21 (H): 0.37, atom 22 (H): 0.07, atom 23 (H): 0.44, atom 24 (H): 0.42, atom 25 (H): 0.40, atom 26 (H): 0.40, atom 27 (H): 0.40, atom 28 (H): 0.31, atom 29 (C): -0.54, atom 30 (C): -0.91, atom 31 (C): -0.24, atom 32 (C): -1.18, atom 33 (C): 3.93, atom 34 (C): -1.42, atom 35 (C): 0.25, atom 36 (C): -1.16, atom 37 (C): -0.77, atom 38 (C): -1.27, atom 39 (C): 0.28, atom 40 (C): -0.53, atom 41 (C): 0.09, atom 42 (C): -1.22, atom 43 (C): -0.68, atom 44 (C): -1.25, atom 45 (C): -0.23, atom 46 (C): -1.66, atom 47 (C): -0.48, atom 48 (C): -0.75, atom 49 (C): -0.79, atom 50 (N): -0.02, atom 51 (C): 0.04, atom 52 (C): -0.99, atom 53 (H): 0.41, atom 54 (H): 0.43, atom 55 (H): 0.43, atom 56 (H): 0.88, atom 57 (H): 1.08, atom 58 (H): 0.42, atom 59 (H): 0.43, atom 60 (H): 0.47, atom 61 (H): 0.54, atom 62 (H): 0.42, atom 63 (H): 0.50, atom 64 (H): 0.61, atom 65 (H): 1.29, atom 66 (H): 0.66, atom 67 (H): 0.47, atom 68 (H): 0.17, atom 69 (H): 0.28, atom 70 (H): 0.41, atom 71 (H): 0.39, atom 72 (H): 0.30, atom 73 (H): 0.09, atom 74 (H): 0.42, atom 75 (H): 0.40


Below is a molecular structure, C4H6AlLiO in a non-equilibrium geometry, with properties calculated with wB97M-V/def2-TZVPD.

Cartesian coordinates (Å):
C1 -0.47 -0.47 0.55
C2 -1.19 0.83 0.24
H1 -0.04 -0.41 1.56
H2 -0.99 -1.44 0.44
H3 -1.79 1.23 1.07
H4 -1.72 0.86 -0.73
Li1 -2.92 -0.55 0.39
O1 2.23 1.13 -0.11
C3 1.99 -0.09 -0.56
C4 0.78 -0.71 -0.54
Al1 0.56 1.86 -0.20
H5 0.70 -1.65 -1.10
H6 2.85 -0.61 -1.02

The value obtained for the lowest unoccupied orbital energy is -11.348 eV. For the frontier orbital gap, the calculation gives 5.99 eV. As for the net charge: +2. For the HOMO energy, the calculation gives -17.333 eV.

Charges in e, computed with Mulliken, in the same order as the atoms: atom 1 (C): -0.56, atom 2 (C): -1.33, atom 3 (H): 0.30, atom 4 (H): 0.49, atom 5 (H): 0.60, atom 6 (H): 0.59, atom 7 (Li): 0.99, atom 8 (O): -0.30, atom 9 (C): -0.04, atom 10 (C): -0.33, atom 11 (Al): 0.78, atom 12 (H): 0.39, atom 13 (H): 0.41


Below is 2 unconnected molecules or ions with the total composition CH7N4O in a non-equilibrium geometry, with properties calculated with wB97M-V/def2-TZVPD.

Cartesian coordinates (Å):
C1 0.14 -1.01 -0.43
N1 0.57 -0.82 -1.61
N2 -0.94 -1.71 -0.13
N3 1.11 -0.73 0.48
N4 1.11 0.32 1.21
O1 -0.78 1.97 0.07
H1 1.31 -0.17 -1.90
H2 -1.13 -1.91 0.82
H3 -1.55 -2.05 -0.89
H4 0.29 0.96 1.23
H5 -0.38 2.80 -0.25
H6 1.92 0.50 1.80
H7 -1.64 1.86 -0.39

The value obtained for the lowest unoccupied orbital energy is -6.305 eV. For the frontier orbital gap, the calculation gives 7.98 eV. As for the net charge: +1. For the HOMO energy, the calculation gives -14.281 eV. The value obtained for the relative energy (zero: lowest compared OMol25 entry of this formula, charge and spin) is 17.4 kcal per mole.

Charges in e, computed with Mulliken, in the same order as the atoms: atom 1 (C): 0.73, atom 2 (N): -0.59, atom 3 (N): -0.37, atom 4 (N): -0.22, atom 5 (N): 0.09, atom 6 (O): -0.67, atom 7 (H): 0.26, atom 8 (H): 0.23, atom 9 (H): 0.26, atom 10 (H): 0.33, atom 11 (H): 0.33, atom 12 (H): 0.30, atom 13 (H): 0.32